No. 1
ORCA calculation (ωB97M-V/def2-TZVPD) on an isolated molecule of C5H6O.

## Properties
Orbital gap: 9.32 eV
Lowest unoccupied orbital energy: 0.03974 Eh
ΔE to the lowest compared entry with this formula, charge and spin: 87.3 kcal/mol

```
12
C5H6O, DFT ωB97M-V/def2-TZVPD
O 0.62147 0.13944 -2.16346
C -0.32235 -1.01274 1.07530
H -1.40607 -0.98045 1.17929
C 0.26962 -1.12519 -0.29189
H -1.52842 1.23344 0.12571
C 0.35103 0.25728 0.74685
H 0.16488 -1.67773 1.78305
C -0.47140 1.17328 -0.13909
H 1.04297 -0.75415 -2.06269
H 1.32984 0.54958 1.11181
C -0.01455 0.05032 -0.99375
H -0.03700 2.14693 -0.37112
```


No. 2
ORCA calculation (ωB97M-V/def2-TZVPD) on a structure of composition C43H39ClIrN4O5PS.

## Properties
Orbital gap (alpha / beta): 6.79 / 7.34 eV
Net charge: +1
Spin multiplicity: 2
Lowest unoccupied orbital energy (alpha / beta): -0.10812 / -0.11765 Eh
ΔE to the lowest compared entry with this formula, charge and spin: 53.2 kcal/mol

```
95
C43H39ClIrN4O5PS, DFT ωB97M-V/def2-TZVPD
O 0.59688 -3.57070 -0.89562
H -4.87017 -4.17251 -0.80910
C 3.60607 -0.12905 -4.94876
H 1.33559 0.14277 6.45443
H -4.27849 -4.70135 1.61108
C -3.20764 2.77071 0.50126
C 1.68456 2.52834 0.81040
C 1.14317 1.68672 3.43500
H -3.14798 -1.24147 -5.45925
C -1.26689 3.35767 2.46123
C -3.38401 3.82834 1.32329
H -2.59871 4.96841 2.99023
H 1.63078 5.34076 -1.07123
H 1.79365 -6.34453 1.40092
H -3.88116 2.56744 -0.31979
C -2.68768 0.51248 1.39120
C 1.14973 -4.32902 1.69493
H 4.78108 -3.24530 1.23869
O 0.35533 0.97513 -0.78826
H 4.04809 4.83494 -1.20015
H -3.44122 -4.76392 -1.66183
H -1.04075 -1.93243 -4.42285
H 1.97350 3.62163 3.02392
C 3.38901 4.18982 -0.63383
C -2.45605 1.58124 -3.73734
H -4.65329 -1.58823 1.21991
H -3.79792 -3.02636 -1.63857
C -3.15664 0.69942 -4.54809
C 1.48330 0.91580 5.71222
C -1.25232 1.19924 -3.16201
O -2.00461 -0.25567 2.02548
P 0.57276 1.38423 1.70444
C 2.53802 -0.70095 -4.27160
H -2.07584 -2.16859 -0.56626
H 0.73993 -2.63208 -3.31490
C 1.82949 2.85535 3.77362
H 2.31593 -1.74614 -4.44295
H -4.22652 4.49242 1.18020
C 0.55948 -0.55044 -2.68907
C -4.63168 -0.73398 1.89555
C 2.16440 2.08078 6.02166
O -1.39928 -2.72334 1.27418
C -2.12883 -2.85288 0.29242
H 4.74306 1.65463 -5.30010
H -4.09039 -1.00819 2.79746
N 0.50146 -1.28552 -0.44314
H -1.65900 1.43966 -0.19088
N 1.49296 -3.04180 1.77489
C -3.83307 -3.94513 -1.05496
C 3.15941 1.96896 -3.88372
H 1.53125 1.99731 -2.49999
C 1.77509 0.05605 -3.39071
H -0.51532 3.68702 3.16725
C 0.99337 0.74027 4.43126
C 2.74732 -2.67404 1.60999
H -3.13667 -5.79050 0.80091
C 3.76509 -3.58856 1.37307
N 0.61520 -1.98768 -2.55669
C 0.48709 -0.16666 -1.19762
H -5.63759 -0.40354 2.13169
C -3.26816 -4.78725 1.20759
H 2.56118 2.21959 7.01787
H 3.44907 1.39721 1.26597
Ir 0.36889 -1.09884 1.64299
C 2.03264 4.47166 -0.56671
N -3.06383 -3.79274 0.16666
C 0.58618 -2.41761 -1.26520
C -2.44636 4.11459 2.34526
C 2.09757 1.39790 -3.19937
H 3.38676 3.01630 -3.73111
C -2.11406 1.77562 0.74817
C -1.02662 2.26802 1.67323
C 3.91637 1.20863 -4.76328
H 0.12099 3.86307 0.18305
C 3.04987 2.25440 0.74676
Cl 0.17197 -0.76288 4.10743
H -0.72054 1.89751 -2.53329
H 2.88358 3.95869 5.27276
C -0.74123 -0.08058 -3.37194
C 3.89749 3.08064 0.02638
H 4.17831 -5.66965 1.09385
O -3.99622 0.37762 1.24103
C 2.34056 3.05100 5.04706
C 3.41942 -4.92488 1.29513
S 2.90685 -0.94710 1.70894
H -2.54789 -4.61188 2.00025
H -4.10168 0.99318 -4.98553
H -2.83961 2.57742 -3.55636
C 2.09125 -5.30827 1.46168
H 4.19182 -0.73300 -5.62927
H 4.95421 2.85370 -0.02353
C -1.43179 -0.94539 -4.21555
C 1.17842 3.63963 0.14306
H 0.10218 -4.55659 1.82262
C -2.62992 -0.55671 -4.80014
```


No. 3
ORCA calculation (ωB97M-V/def2-TZVPD) on a structure of composition C32H60N2O2P3Sr.

## Properties
Orbital gap: 5.80 eV
Net charge: +1
Lowest unoccupied orbital energy: -0.07210 Eh
ΔE to the lowest compared entry with this formula, charge and spin: 101.5 kcal/mol

```
100
C32H60N2O2P3Sr, DFT ωB97M-V/def2-TZVPD
H 3.61004 0.86471 -1.23297
H 1.79754 -3.85032 4.10264
Sr 0.88058 -0.59495 -0.07270
C -2.62853 -3.16251 -2.72322
C 4.37541 1.27259 -0.55134
H -5.40073 -2.37106 -2.74838
H -5.21594 0.33450 -4.33090
H -2.39753 -4.23393 -2.67241
C -2.69195 -2.61650 -1.28994
C -3.73429 -3.29449 -0.37543
H -3.41552 -4.31946 -0.16160
C -5.31451 0.91944 -1.59670
H 1.59960 -0.78876 3.21285
H -1.82756 -2.65095 -3.27124
H 3.85833 3.82884 -1.14163
H 2.23886 3.12814 -0.93619
C -0.17434 2.69779 -1.89461
P 2.08739 -3.79770 1.72602
H -3.80298 -2.75604 0.58069
C -2.01669 0.45603 -0.45575
H 3.21057 -2.85370 3.64931
H -3.91038 2.22050 0.91505
C 0.93246 -5.15674 1.55007
H 3.99571 1.38206 5.00672
C 4.93040 2.94821 1.24382
H 4.55910 3.69598 1.95665
N -0.58745 1.57390 1.03981
C 1.29863 2.76683 2.13529
H 2.32562 -0.35258 4.78004
C -1.86930 1.55514 0.57728
H 0.73394 2.08232 -1.90781
H 3.82766 -5.17439 0.79900
H -0.13071 0.90138 -3.92809
H 1.44728 -6.11314 1.72122
N -0.53878 -0.41146 -1.93792
H -1.84323 1.10393 -4.45111
C -2.57583 2.74927 -2.35175
C -4.73305 -0.31945 -2.33346
H -1.13632 -3.90638 -0.52389
C -0.17100 2.63140 1.75409
H -6.65744 -1.12220 -2.81611
H -2.84728 2.98650 -1.32265
H 4.33432 -3.46439 0.93575
H 1.66916 3.74379 1.77841
H -6.02884 1.42452 -2.26271
H -3.09712 4.32461 2.09307
C -1.00081 1.57836 -3.92726
H 1.36963 2.80199 3.23463
H 3.92231 -1.05970 2.18049
C -2.40967 3.53227 1.81115
H -3.43425 2.32597 -2.86504
C 3.15691 0.77388 3.13118
O 1.43749 -2.46204 1.35278
H 1.14445 0.73781 4.02408
C -4.33033 -0.03857 -3.79462
H -2.35274 3.69000 -2.85831
H -6.04118 -1.66907 -1.23547
H -0.76465 2.54331 -4.39518
O 1.92957 -2.65992 -3.40774
H -5.82845 0.59629 -0.67789
C -1.28859 0.60549 -1.62455
H 2.93648 2.61677 4.31967
H -0.64379 4.51009 2.64205
C -1.05632 3.64304 2.11701
C -5.76538 -1.45440 -2.27475
H -4.54535 1.64270 -1.29837
C 2.66262 -3.78081 3.42803
H 4.84261 0.42937 -0.02085
H 5.15053 0.21864 2.34487
H -1.24334 -2.39458 0.38706
C 3.50263 -4.13225 0.66947
H 4.56847 2.38160 3.66512
H -3.56461 -3.03887 -3.28096
H -3.53138 0.70583 -3.86864
H -0.35627 3.01781 -0.86820
H -4.73285 -3.32840 -0.81822
H -0.51772 -2.43365 -1.28842
C 1.97672 0.05127 3.81716
C 2.04737 -2.11601 -2.40564
H -1.79253 -0.46888 0.13555
H 5.61274 3.47197 0.55547
C -1.33185 1.89178 -2.45548
H 5.14729 1.74681 -1.17588
H 4.61726 -0.68280 3.77229
C -1.30783 -2.82601 -0.62612
P 2.47657 1.46488 1.49947
C 3.79818 2.33560 0.41296
H 0.12949 -5.04673 2.29208
C 3.69139 1.86546 4.06689
H -3.98172 -0.96139 -4.28168
H -0.01325 3.57429 -2.51840
H 0.49652 -5.15910 0.54261
H 5.53260 2.20115 1.77594
H 3.32452 -4.63883 3.61655
H 3.23647 -3.96831 -0.38277
H 2.85970 4.31705 0.24241
C 3.13403 3.46486 -0.39530
C -2.85096 2.41966 1.05978
C 4.27494 -0.24003 2.82449
P -3.25900 -0.87689 -1.44277
```